Computed, not measured: C21H30NO5ReS as an isolated structure, with the ωB97M-V functional and the def2-TZVPD basis.

```
59
Properties=species:S:1:pos:R:3:mulliken_spin:R:1
Re -0.36 0.89 0.07 2.932
C 0.85 2.14 -3.17 0.011
O 1.02 0.95 -2.38 0.031
C 2.40 0.64 -2.16 0.021
C 2.85 1.14 -0.82 -0.002
O 2.06 0.47 0.16 0.020
C 2.58 0.53 1.49 0.002
C 1.70 -0.33 2.34 -0.006
O 0.37 0.17 2.38 0.067
C 0.14 1.16 3.39 0.007
H 1.31 2.00 -4.15 0.002
H 1.28 3.01 -2.69 -0.004
H -0.22 2.30 -3.29 0.004
H 3.01 1.07 -2.95 0.003
H 2.49 -0.44 -2.18 -0.003
H 2.73 2.22 -0.73 -0.004
H 3.89 0.88 -0.67 0.000
H 2.60 1.57 1.83 -0.002
H 3.59 0.14 1.51 -0.002
H 2.11 -0.44 3.34 -0.001
H 1.64 -1.31 1.87 0.000
H 0.42 0.77 4.36 0.002
H -0.92 1.39 3.37 0.002
H 0.69 2.08 3.17 -0.009
S 0.15 2.97 0.33 -0.136
O -0.58 -3.23 -1.07 0.001
C -0.65 -2.01 -1.27 -0.014
O -0.07 -1.10 -0.57 0.079
C -1.50 -1.53 -2.44 0.065
N -2.29 -2.75 -2.88 0.005
C -2.01 -3.01 -4.34 0.001
C -0.61 -2.45 -4.51 0.000
C -0.65 -1.16 -3.67 0.009
H -2.16 -0.74 -2.11 -0.032
H -3.27 -2.72 -2.64 0.001
H -1.80 -3.44 -2.28 0.000
H -2.73 -2.44 -4.93 0.000
H -2.12 -4.06 -4.56 0.000
H -0.37 -2.26 -5.55 0.000
H 0.12 -3.15 -4.11 0.000
H -1.15 -0.37 -4.23 -0.004
H 0.32 -0.79 -3.37 -0.002
C -5.75 3.48 0.43 -0.019
C -4.44 3.99 0.24 0.026
C -3.37 3.15 0.20 -0.035
C -3.50 1.74 0.36 0.063
C -2.41 0.79 0.34 -0.034
C -2.71 -0.54 0.56 -0.098
C -4.03 -1.02 0.76 -0.056
C -5.06 -0.15 0.74 0.097
C -4.83 1.24 0.55 -0.035
C -5.93 2.14 0.58 0.024
H -6.60 4.15 0.46 -0.001
H -4.29 5.06 0.13 0.001
H -2.39 3.57 0.04 -0.005
H -1.92 -1.27 0.65 0.022
H -4.20 -2.08 0.95 -0.001
H -6.08 -0.49 0.89 0.006
H -6.92 1.72 0.73 0.000
```

Calculated values
- energy relative to the best compared isomer or geometry (same formula, charge and spin) (kcal per mole) = 23.6
- total charge = +1
- energy (eV) = -46949.23301
- max |F| (eV/A) = 0.84
- spin multiplicity = 4
- LUMO (spin up / spin down) (Ha) = -0.1382 / -0.1129
- highest occupied orbital energy (spin up / spin down) (Ha) = -0.3658 / -0.3908